1.
Entry from the Open Molecules 2025 dataset: a 2-piece molecular cluster, C4H5ClF2OS overall at a distorted geometry (wB97M-V/def2-TZVPD).

```
! RIJCOSX wB97M-V def2-TZVPD def2/J DEFGRID3
* xyz 0 1
C 1.280 0.748 0.077
C 0.154 0.741 0.785
C 2.557 -0.012 0.467
C -2.839 -1.323 -0.688
O -0.738 2.238 -1.129
F -3.991 -1.064 -0.032
F -2.133 -2.229 0.021
S -1.274 1.481 0.020
Cl -2.849 -1.758 -2.359
H 1.272 1.421 -0.943
H -0.079 0.242 1.762
H 2.440 -1.001 0.205
H 3.446 0.535 0.138
H 2.755 -0.020 1.676
*
```

Computed properties:
Lowest unoccupied orbital energy (alpha / beta) (eV): -0.69 / -1.08
Energy relative to the best compared isomer or geometry (same formula, charge and spin) (eV): 1.8784
HOMO level (alpha / beta) (eV): -8.4 / -9.4
Orbital gap (alpha / beta) (eV): 7.737 / 8.359

These are the Löwdin partial charges, in e, on atoms 1 to 6: -0.23, -0.39, -0.10, -0.78, -0.57, 0.03



2.
Entry from the Open Molecules 2025 dataset: a 10-piece molecular cluster, C18H41BF4N15O6 overall at a distorted geometry (wB97M-V/def2-TZVPD).

```
! RIJCOSX wB97M-V def2-TZVPD def2/J DEFGRID3
* xyz -2 2
B 0.268 0.245 0.104
F 0.946 -0.942 0.150
F 1.001 1.173 0.832
F 0.165 0.539 -1.245
F -0.978 0.217 0.704
C -1.627 -0.312 3.955
O -2.156 -0.503 4.968
N -0.566 0.479 3.776
N -1.982 -1.043 2.933
H -0.167 0.916 4.594
H -0.156 0.586 2.859
H -1.509 -0.846 2.062
H -2.892 -1.475 2.998
C 3.562 0.760 -1.954
O 4.608 0.923 -2.470
N 2.878 -0.353 -1.957
N 2.944 1.680 -1.220
H 3.252 -1.205 -2.350
H 2.132 -0.424 -1.280
H 3.278 2.633 -1.248
H 2.055 1.381 -0.845
C 2.274 4.153 1.383
O 2.635 5.321 1.576
N 1.118 3.848 0.798
N 2.907 3.065 1.731
H 0.547 4.566 0.374
H 0.945 2.871 0.609
H 3.776 3.126 2.241
H 2.621 2.149 1.417
C 0.476 3.108 -3.491
O 0.366 4.146 -4.187
N -0.006 3.071 -2.318
N 0.907 1.959 -3.887
H -0.097 2.188 -1.836
H -0.323 3.909 -1.852
H 0.998 1.225 -3.199
H 1.357 1.919 -4.790
C -1.875 -2.894 -1.899
O -2.634 -3.052 -0.910
N -0.808 -2.092 -1.913
N -1.891 -3.430 -3.068
H -0.585 -1.576 -1.073
H -0.385 -1.917 -2.813
H -2.512 -4.211 -3.229
H -1.206 -3.195 -3.772
C -4.217 2.457 1.222
O -5.341 2.982 1.332
N -3.612 2.305 0.070
N -3.451 2.132 2.207
H -4.078 2.398 -0.821
H -2.635 2.057 0.136
H -3.862 2.211 3.127
H -2.490 1.860 2.057
C -2.467 0.553 -3.633
C -3.898 0.118 -3.428
C -4.601 0.081 -4.758
C -4.184 -1.058 -5.621
N -3.822 -1.940 -6.300
H -1.995 -0.208 -4.255
H -1.920 0.616 -2.693
H -2.326 1.529 -4.097
H -4.352 0.834 -2.743
H -3.977 -0.863 -2.961
H -4.343 0.945 -5.370
H -5.685 0.051 -4.650
N 1.215 -3.405 1.131
C 2.257 -4.263 0.943
C 2.354 -4.965 2.100
C 1.390 -4.614 3.042
C 0.626 -3.680 2.358
H 0.907 -2.793 0.389
H 2.753 -4.210 -0.015
H 3.052 -5.788 2.146
H 1.285 -5.030 4.033
H -0.242 -3.082 2.595
N 2.969 -1.992 3.786
C 2.419 -0.767 3.533
C 3.167 0.211 4.176
C 4.331 -0.481 4.643
C 4.180 -1.836 4.418
H 2.582 -2.831 3.377
H 1.489 -0.708 2.987
H 2.959 1.271 4.200
H 5.128 -0.130 5.282
H 4.773 -2.657 4.795
*
```

Computed properties:
Lowest unoccupied orbital energy (alpha / beta) (eV): 4.17 / 4.08
HOMO level (alpha / beta) (eV): 2.1 / -4.6
Orbital gap (alpha / beta) (eV): 2.106 / 8.640

These are the Löwdin partial charges, in e, on atoms 1 to 6: -1.41, 0.14, 0.11, 0.12, 0.15, -0.84